The following is a quantum chemistry calculation of a structure of composition C21H21N3OS at a distorted geometry, from the Open Molecules 2025 dataset.

Last column: Löwdin charge in e.
Cartesian coordinates (Å):
C: -1.4379 4.1434 -2.6153  0.104
C: -2.4111 3.4567 -2.5595  -0.157
C: -3.5887 2.6144 -2.4891  -0.208
C: -3.2832 1.2365 -1.8945  -0.190
C: -3.2036 1.1951 -0.3361  -0.108
C: -2.1342 0.2453 0.1698  -0.116
C: -1.1863 0.5244 1.0967  -0.106
C: -1.1117 1.9020 1.7123  -0.184
C: -0.4061 2.9144 0.7837  -0.069
C: -0.2179 -0.4675 1.5473  -0.175
N: 0.7254 -0.1082 2.5389  0.128
C: -0.2140 -1.7323 1.0514  -0.098
C: 0.6944 -2.8848 1.4371  -0.042
C: 2.1153 -2.5524 1.8118  -0.365
O: 2.4930 -2.6138 2.9627  0.101
C: 3.0976 -2.1796 0.7508  -0.157
C: 3.9313 -1.1120 1.0176  -0.038
C: 4.8944 -0.7154 0.1190  -0.071
C: 5.0376 -1.4008 -1.0726  -0.082
C: 4.2026 -2.4634 -1.3418  -0.082
C: 3.2380 -2.8561 -0.4469  -0.024
C: -1.2026 -2.0332 0.0889  -0.304
N: -1.3735 -3.2225 -0.4748  -0.245
S: -2.6225 -3.1397 -1.4675  1.014
N: -3.0261 -1.5835 -1.2435  -0.218
C: -2.1757 -1.0840 -0.3674  -0.308
H: -0.7630 4.9449 -2.7649  0.024
H: -3.8980 2.4903 -3.5244  0.116
H: -4.3820 3.1263 -1.9520  0.119
H: -2.3347 0.8871 -2.2917  0.113
H: -4.0219 0.5076 -2.1971  0.091
H: -4.1478 0.7736 0.0078  0.123
H: -3.1123 2.1918 0.0694  0.095
H: -0.5993 1.9026 2.6659  0.083
H: -2.1109 2.2703 1.9085  0.106
H: 0.2431 2.4121 0.0757  0.082
H: -1.1389 3.5214 0.2737  0.049
H: 0.2021 3.5975 1.3730  0.069
H: 1.6368 0.0622 2.1332  0.085
H: 0.4516 0.7081 3.0586  0.065
H: 0.7263 -3.5217 0.5538  0.098
H: 0.2227 -3.4742 2.2172  0.138
H: 3.8433 -0.5982 1.9632  0.115
H: 5.5711 0.1023 0.3141  0.105
H: 5.7941 -1.1194 -1.7857  0.103
H: 4.3213 -3.0143 -2.2621  0.106
H: 2.5966 -3.6988 -0.6581  0.116

Results
ΔE to the lowest compared entry with this formula, charge and spin   214.0 kJ/mol
Kohn-Sham gap   0.297 Ha
Electronic energy   -39468.884 eV
Largest force on an atom   1.16 eV Å⁻¹
Lowest unoccupied orbital energy   -0.012 Ha